Record 1
Computed, not measured: a molecular structure, C26H38Cl3GeN5O3SSiV, with ωB97M-V with the def2-TZVPD basis set.

Last column: Löwdin spin population.
Geometry (Å):
V (1.882, -0.986, 1.283)  2.790
N (5.345, -1.388, -1.442)  0.004
C (4.239, -0.886, -0.920)  0.011
N (3.863, -1.050, 0.322)  0.007
C (4.707, -1.789, 1.184)  0.000
N (4.449, -1.842, 2.451)  0.006
N (3.323, -1.097, 2.723)  -0.014
C (3.321, -0.295, 3.712)  0.056
C (2.233, 0.683, 3.713)  0.011
C (2.001, 1.549, 4.762)  0.007
C (0.992, 2.495, 4.636)  0.013
C (0.247, 2.530, 3.473)  0.004
C (0.529, 1.618, 2.468)  0.018
N (1.511, 0.720, 2.566)  0.009
C (5.879, -2.450, 0.633)  0.000
C (6.699, -3.284, 1.396)  0.000
C (7.806, -3.868, 0.821)  0.000
C (8.115, -3.622, -0.519)  -0.001
C (7.317, -2.799, -1.288)  0.001
C (6.199, -2.222, -0.702)  -0.001
H (5.568, -1.187, -2.406)  0.000
H (3.614, -0.298, -1.581)  0.001
H (4.132, -0.259, 4.432)  0.002
H (2.604, 1.487, 5.658)  0.000
H (0.794, 3.191, 5.441)  0.000
H (-0.546, 3.251, 3.335)  0.000
H (-0.054, 1.595, 1.557)  0.002
H (6.451, -3.456, 2.435)  0.000
H (8.441, -4.516, 1.408)  0.000
H (8.989, -4.080, -0.963)  0.000
H (7.553, -2.608, -2.327)  0.000
C (-4.803, 0.518, 0.452)  0.000
C (-3.623, 0.480, 1.410)  0.000
C (-3.693, -0.750, 2.296)  0.000
C (-3.531, 1.749, 2.235)  0.000
O (-2.355, 0.386, 0.667)  0.001
Si (-2.025, 0.255, -0.899)  0.001
S (0.080, -0.629, -0.813)  0.009
O (-1.754, 1.539, -1.794)  0.000
C (-1.682, 2.995, -1.775)  0.000
C (-1.009, 3.381, -3.079)  0.000
C (-0.858, 3.425, -0.572)  0.000
C (-3.091, 3.553, -1.699)  0.000
O (-2.876, -0.900, -1.606)  -0.001
C (-3.267, -1.145, -3.003)  0.000
C (-4.001, -2.472, -2.989)  0.000
C (-2.012, -1.213, -3.856)  0.000
C (-4.185, -0.018, -3.444)  0.000
H (-5.725, 0.656, 1.016)  0.000
H (-4.883, -0.414, -0.108)  0.000
H (-4.719, 1.349, -0.251)  0.000
H (-4.640, -0.766, 2.836)  0.000
H (-2.883, -0.751, 3.026)  0.000
H (-3.634, -1.658, 1.691)  0.000
H (-4.401, 1.835, 2.887)  0.000
H (-3.498, 2.632, 1.594)  0.000
H (-2.637, 1.725, 2.859)  0.000
H (-0.012, 2.941, -3.140)  0.000
H (-0.915, 4.465, -3.145)  0.000
H (-1.598, 3.033, -3.928)  0.000
H (0.144, 2.991, -0.618)  0.000
H (-1.352, 3.114, 0.352)  0.000
H (-0.759, 4.511, -0.554)  0.000
H (-3.701, 3.181, -2.523)  0.000
H (-3.060, 4.641, -1.762)  0.000
H (-3.566, 3.286, -0.754)  0.000
H (-3.336, -3.282, -2.689)  0.000
H (-4.381, -2.693, -3.986)  0.000
H (-4.845, -2.434, -2.300)  0.000
H (-1.346, -2.001, -3.498)  0.000
H (-1.479, -0.259, -3.845)  0.000
H (-2.279, -1.441, -4.888)  0.000
H (-5.051, 0.052, -2.783)  0.000
H (-4.545, -0.213, -4.454)  0.000
H (-3.657, 0.937, -3.449)  0.000
Cl (-0.258, -1.954, 2.360)  0.016
Ge (-0.345, -2.476, 0.235)  0.023
Cl (1.651, -3.391, 0.166)  0.016
Cl (-1.809, -3.905, -0.138)  0.008

Computed properties:
- Orbital gap (alpha / beta): 0.1275 / 0.1139 hartree
- 2S+1: 4
- Electronic energy: -179653.1025 eV
- ΔE to the lowest compared entry with this formula, charge and spin: 15.0 kJ/mol
- LUMO energy (alpha / beta): -0.377 / -0.394 Ha
- Net charge: +2



Record 2
Computed, not measured: a molecular structure, C14H14N2O3SV at a distorted geometry, with ωB97M-V with the def2-TZVPD basis set.

Last column: natural (NBO) charge in e.
Geometry (Å):
C (-0.389, 1.007, -3.641)  -0.246
C (0.994, 0.971, -3.218)  -0.331
C (1.102, 1.783, -2.032)  -0.337
C (-0.215, 2.287, -1.725)  -0.284
C (-1.138, 1.775, -2.687)  -0.340
V (-0.166, 0.023, -1.639)  0.885
N (-1.125, -1.309, -2.454)  -0.825
C (-0.021, -2.279, -2.523)  -0.227
C (1.022, -1.780, -1.553)  -0.772
H (2.020, 2.053, -1.523)  0.244
H (1.798, 0.428, -3.701)  0.233
H (-0.458, 2.954, -0.908)  0.228
H (-2.195, 2.019, -2.762)  0.226
H (-0.777, 0.585, -4.563)  0.224
H (2.045, -1.674, -1.909)  0.188
H (-0.385, -3.286, -2.231)  0.138
H (-1.999, -1.538, -2.915)  0.347
H (0.904, -2.211, -0.551)  0.190
H (0.351, -2.389, -3.560)  0.136
O (2.157, 1.739, 1.173)  -0.926
S (1.629, 0.400, 1.295)  2.275
O (2.481, -0.749, 1.136)  -0.903
N (0.211, 0.233, 0.276)  -0.827
C (-0.976, 0.081, 0.948)  0.599
O (-2.051, -0.083, 0.327)  -0.618
C (-0.738, 0.074, 2.380)  -0.124
C (-1.729, -0.196, 3.317)  -0.169
C (-1.358, -0.311, 4.650)  -0.211
C (-0.010, -0.139, 5.021)  -0.215
C (0.986, 0.129, 4.063)  -0.217
C (0.599, 0.218, 2.729)  -0.217
H (-2.751, -0.312, 2.966)  0.237
H (-2.111, -0.542, 5.402)  0.208
H (0.263, -0.220, 6.071)  0.208
H (2.032, 0.258, 4.341)  0.224

Computed properties:
- Orbital gap (alpha / beta): 0.2111 / 0.2218 hartree
- 2S+1: 3
- Electronic energy: -60390.6380 eV
- ΔE to the lowest compared entry with this formula, charge and spin: 0.0 kJ/mol
- LUMO energy (alpha / beta): 0.105 / 0.105 Ha
- Net charge: -1



Record 3
Computed, not measured: 2 unconnected molecules or ions with the total composition C3H11NS2 at a distorted geometry, with ωB97M-V with the def2-TZVPD basis set.

Last column: natural (NBO) charge in e.
Geometry (Å):
C (1.350, 1.214, 2.039)  -0.761
S (-0.338, 1.712, 1.670)  -0.288
S (-1.133, -0.351, 1.163)  -0.631
H (1.438, 0.737, 3.019)  0.187
H (1.886, 0.618, 1.298)  0.180
H (1.948, 2.127, 2.094)  0.195
H (-0.455, -0.527, 0.017)  0.118
C (1.668, -1.452, -1.945)  -0.409
N (0.354, -0.810, -2.150)  -0.639
C (-0.564, -1.527, -3.017)  -0.406
H (1.916, -1.447, -0.890)  0.209
H (2.399, -0.957, -2.597)  0.161
H (1.607, -2.447, -2.386)  0.173
H (0.615, 0.153, -2.294)  0.368
H (-0.203, -2.552, -3.047)  0.183
H (-1.561, -1.399, -2.620)  0.207
H (-0.579, -1.242, -4.080)  0.152

Computed properties:
- Orbital gap (alpha / beta): 0.1291 / 0.2428 hartree
- 2S+1: 2
- Electronic energy: -26448.6693 eV
- ΔE to the lowest compared entry with this formula, charge and spin: 97.8 kJ/mol
- LUMO energy (alpha / beta): 0.129 / 0.127 Ha
- Net charge: -1



Record 4
Computed, not measured: a molecular structure, C44H35Cl3IN4O2PPbS3, with ωB97M-V with the def2-TZVPD basis set.

Last column: Löwdin charge in e.
Geometry (Å):
Pb (-0.268, -1.486, 0.845)  1.095
C (1.764, -4.966, 4.904)  -0.451
S (0.004, -4.626, 4.901)  0.847
C (-0.279, -3.911, 3.324)  -1.100
S (0.991, -3.713, 2.182)  0.498
N (-1.575, -3.650, 3.231)  -0.113
N (-1.930, -2.909, 2.154)  -0.123
C (-3.181, -2.803, 1.937)  -0.085
C (-3.702, -1.974, 0.820)  -0.265
C (-5.064, -1.704, 0.728)  -0.022
C (-5.522, -0.904, -0.304)  -0.066
C (-4.618, -0.391, -1.221)  -0.062
C (-3.282, -0.712, -1.059)  -0.138
N (-2.836, -1.488, -0.072)  0.007
H (1.939, -5.554, 5.806)  0.030
H (2.050, -5.539, 4.026)  0.015
H (2.337, -4.042, 4.945)  -0.005
H (-3.885, -3.309, 2.595)  0.124
H (-5.743, -2.119, 1.463)  0.114
H (-6.578, -0.674, -0.387)  0.110
H (-4.934, 0.244, -2.038)  0.107
H (-2.530, -0.338, -1.748)  0.113
I (-0.192, -3.626, -1.852)  0.997
C (-0.323, -2.479, -3.596)  -0.615
C (-1.430, -2.773, -4.337)  -0.188
C (-1.568, -2.299, -5.661)  -0.078
C (-0.544, -1.615, -6.229)  -0.040
C (0.620, -1.287, -5.485)  -0.164
C (1.691, -0.631, -6.143)  -0.033
C (2.816, -0.279, -5.468)  -0.059
C (2.865, -0.473, -4.071)  -0.080
C (1.855, -1.086, -3.378)  -0.313
P (1.856, -0.909, -1.534)  0.965
C (3.286, -1.896, -0.969)  -0.371
C (3.786, -2.954, -1.730)  -0.103
C (4.762, -3.798, -1.213)  -0.083
C (5.241, -3.601, 0.076)  -0.082
C (4.732, -2.566, 0.850)  -0.088
C (3.754, -1.721, 0.340)  -0.118
C (2.354, 0.846, -1.344)  -0.369
C (1.340, 1.782, -1.573)  -0.123
C (1.561, 3.138, -1.375)  -0.093
C (2.801, 3.579, -0.923)  -0.089
C (3.814, 2.659, -0.696)  -0.071
C (3.594, 1.301, -0.910)  -0.077
C (0.728, -1.623, -4.102)  -0.186
H (-2.195, -3.416, -3.920)  0.080
H (-2.461, -2.539, -6.227)  0.107
H (-0.593, -1.309, -7.267)  0.114
H (1.592, -0.423, -7.204)  0.115
H (3.646, 0.192, -5.981)  0.108
H (3.713, -0.077, -3.521)  0.112
H (3.416, -3.122, -2.734)  0.095
H (5.140, -4.615, -1.815)  0.102
H (6.000, -4.261, 0.480)  0.102
H (5.078, -2.424, 1.868)  0.068
H (3.330, -0.946, 0.977)  0.068
H (0.366, 1.439, -1.916)  0.102
H (0.767, 3.851, -1.566)  0.098
H (2.973, 4.635, -0.749)  0.101
H (4.782, 2.995, -0.344)  0.105
H (4.395, 0.596, -0.726)  0.104
N (-1.049, 1.024, 0.937)  -0.406
S (-2.059, 1.780, 1.876)  1.027
C (-1.216, 3.173, 2.611)  -0.383
C (-1.955, 4.109, 3.334)  -0.080
C (-1.302, 5.187, 3.900)  -0.073
C (0.077, 5.327, 3.742)  -0.075
C (0.795, 4.383, 3.029)  -0.068
C (0.154, 3.283, 2.463)  -0.071
C (-3.245, 2.712, 0.905)  -0.402
C (-2.805, 3.583, -0.087)  -0.069
C (-3.734, 4.185, -0.918)  -0.067
C (-5.095, 3.919, -0.755)  -0.077
C (-5.523, 3.056, 0.240)  -0.080
C (-4.591, 2.438, 1.073)  -0.097
H (-0.408, 1.654, 0.450)  -0.020
H (-3.030, 4.002, 3.438)  0.113
H (-1.863, 5.922, 4.462)  0.107
H (0.587, 6.172, 4.188)  0.105
H (1.867, 4.483, 2.919)  0.107
H (0.722, 2.520, 1.938)  0.095
H (-1.744, 3.793, -0.198)  0.111
H (-3.403, 4.865, -1.694)  0.107
H (-5.819, 4.390, -1.409)  0.105
H (-6.579, 2.852, 0.368)  0.107
H (-4.911, 1.742, 1.843)  0.110
Cl (3.531, -1.536, 3.941)  0.625
C (2.290, -0.270, 4.211)  -1.460
Cl (1.523, -0.553, 5.774)  0.610
Cl (3.094, 1.321, 4.235)  0.582
C (1.276, -0.347, 2.996)  -0.891
O (1.772, -0.087, 1.885)  -0.179
O (0.133, -0.778, 3.238)  -0.160

Computed properties:
- Orbital gap: 0.2586 hartree
- Electronic energy: -148961.8171 eV
- ΔE to the lowest compared entry with this formula, charge and spin: 69.6 kJ/mol
- LUMO energy: -0.006 Ha
- Net charge: 0